Computed, not measured: a cluster of 2 separate species, C4H6ClN3O2 in total in a non-equilibrium geometry, with ωB97M-V/def2-TZVPD.

Geometry as ORCA input:
```
! RIJCOSX wB97M-V def2-TZVPD def2/J DEFGRID3
* xyz 0 1
H -0.51 2.58 1.08
N -1.34 0.99 1.71
H 2.34 -0.92 -1.27
O -2.24 1.64 1.22
C -1.61 -0.34 -0.48
H 2.64 -0.34 0.44
N -1.12 0.64 -1.24
C -0.47 -1.04 0.09
H 0.82 1.36 -1.51
C 1.93 -0.95 -0.27
H -2.74 -0.53 -0.26
H 1.94 -2.11 0.00
Cl -0.38 -2.49 0.92
O -0.10 1.47 1.21
C 0.22 0.52 -1.24
N 0.61 -0.47 -0.39
*
```

Properties
ΔE to the lowest compared entry with this formula, charge and spin, kJ/mol: 157.3
Lowest unoccupied orbital energy, eV: -0.1562
Highest occupied orbital energy, eV: -8.276
F_max, eV/Å: 6.15
SMILES: Cn1cncc1Cl.O=NO

***

Computed, not measured: a structure of composition C5H12O3 in a non-equilibrium geometry, with ωB97M-V/def2-TZVPD.

Geometry as ORCA input:
```
! RIJCOSX wB97M-V def2-TZVPD def2/J DEFGRID3
* xyz 0 1
H 1.71 0.10 0.16
C -0.70 -1.52 0.22
C 1.04 0.18 -0.70
H 1.34 -0.67 -1.31
H -1.03 0.66 -2.47
H 1.17 1.09 -1.28
H -0.86 -0.62 1.90
H -1.73 -1.89 0.12
H -2.22 -0.50 -1.90
H 1.99 1.20 2.93
H -0.66 -1.07 -2.51
H -0.02 -2.26 -0.21
O 1.09 1.13 2.56
C 0.89 1.65 1.40
C -0.62 -0.17 -0.53
O -0.35 -1.38 1.58
O -1.26 0.80 0.17
C -1.16 -0.28 -1.95
H -0.37 1.31 0.83
H 1.73 2.23 0.99
*
```

Properties
ΔE to the lowest compared entry with this formula, charge and spin, kJ/mol: 468.5
Lowest unoccupied orbital energy, eV: -0.3902
Highest occupied orbital energy, eV: -8.634
F_max, eV/Å: 2.62

***

Computed, not measured: a cluster of 2 separate species, C4H10OS in total in a non-equilibrium geometry, with ωB97M-V/def2-TZVPD.

Geometry as ORCA input:
```
! RIJCOSX wB97M-V def2-TZVPD def2/J DEFGRID3
* xyz 0 1
C -0.83 -1.67 1.38
H 1.68 0.59 -3.22
H 2.04 0.42 -0.23
H -2.73 -0.44 0.95
H 0.16 -1.66 1.11
H -1.72 2.19 1.13
H 1.71 2.55 -0.58
H -1.09 -2.15 2.35
H -1.03 -2.36 0.60
H 1.67 -1.11 -2.31
O 1.06 2.08 -1.05
C 1.46 0.75 -1.15
S -1.09 1.28 1.99
C 1.47 0.03 -2.30
C -1.63 -0.34 1.16
H -1.12 -0.16 0.15
*
```

Properties
ΔE to the lowest compared entry with this formula, charge and spin, kJ/mol: 288.3
Lowest unoccupied orbital energy, eV: 0.7506
Highest occupied orbital energy, eV: -8.801
F_max, eV/Å: 3.88
SMILES: C=CO.CCS

***

Computed, not measured: a cluster of 2 separate species, C2H3F2IO in total in a non-equilibrium geometry, with ωB97M-V/def2-TZVPD.

Geometry as ORCA input:
```
! RIJCOSX wB97M-V def2-TZVPD def2/J DEFGRID3
* xyz 0 1
H 1.75 -0.74 -1.26
I -2.25 0.32 0.89
O 0.22 -1.10 1.63
C 0.93 -0.04 -1.53
F 0.20 -0.32 -2.65
C -0.66 -0.98 0.62
H -0.92 -1.97 0.14
F 1.35 1.19 -1.43
H -0.08 -0.75 2.44
*
```

Properties
ΔE to the lowest compared entry with this formula, charge and spin, kJ/mol: 425.9
Lowest unoccupied orbital energy (spin up / spin down), eV: 0.2077 / 0.4105
Highest occupied orbital energy (spin up / spin down), eV: -8.596 / -7.974
F_max, eV/Å: 2.13